Entry from the Open Molecules 2025 dataset: a 2-piece molecular cluster, C8H14N3 overall (ωB97M-V with the def2-TZVPD basis set).

Results
HOMO	-11.232	eV
total energy	-477.296904	Ha
relative energy (zero: lowest compared OMol25 entry of this formula, charge and spin)	0.0	kcal per mole
total charge	+1
multiplicity	1
molecular weight	152.22	g/mol

Positions of all 25 atoms, in Å:
C -0.26346 2.85677 2.51534
N -0.58474 3.91953 3.25612
N -1.05317 2.48652 1.51351
N 0.85290 2.17087 2.78709
C -2.28640 3.17680 1.14950
H -1.43751 4.44605 3.05097
H 0.02098 4.20769 4.02851
H -0.77697 1.66753 0.96624
H 1.10236 1.35578 2.22146
H 1.45681 2.46125 3.56007
H -2.73368 2.65506 0.28675
H -2.09082 4.22423 0.86445
H -3.01153 3.16790 1.98060
C 2.26426 -3.02105 -2.14311
C 1.61538 -2.40300 -3.21270
C 1.54932 -3.85105 -1.27879
C 0.25155 -2.61495 -3.41798
C 0.18550 -4.06299 -1.48407
C -0.46339 -3.44494 -2.55366
H 3.33744 -2.85427 -1.98159
H 2.17794 -1.74989 -3.89283
H 2.05993 -4.33738 -0.43714
H -0.25906 -2.12861 -4.25963
H -0.37707 -4.71610 -0.80394
H -1.53656 -3.61172 -2.71518

Force components x, y, z for each atom (eV/Å):
-0.0050 0.0135 0.0089
-0.0756 0.2548 0.1787
0.2549 -0.5184 -0.2802
0.2122 -0.1317 0.0502
-0.4199 0.1889 -0.1677
0.7229 -0.2999 0.3125
-0.5978 -0.0732 -0.5625
-0.2100 0.5758 0.3715
-0.0154 0.6000 0.5551
-0.3442 -0.3964 -0.6591
0.2372 0.3063 0.4855
-0.0008 -0.4129 -0.0059
0.2461 -0.1297 -0.3052
0.1547 0.0510 0.0429
0.0799 0.1246 -0.0878
0.0694 -0.0479 0.1461
-0.0825 0.0967 -0.1103
-0.0933 -0.0771 0.1221
-0.1674 -0.0026 -0.0065
-0.5098 -0.1011 -0.0946
-0.2665 -0.3345 0.3135
-0.2407 0.2116 -0.4202
0.2524 -0.2541 0.3917
0.2763 0.2957 -0.3428
0.5231 0.0606 0.0639

---

Entry from the Open Molecules 2025 dataset: C47H58Br2N2O4P2Ti as an isolated structure in a non-equilibrium geometry (ωB97M-V with the def2-TZVPD basis set).

Results
HOMO (spin up / spin down)	-0.738 / -0.742	eV
total energy	-8916.511763	Ha
relative energy (zero: lowest compared OMol25 entry of this formula, charge and spin)	0.0	kcal per mole
total charge	-2
multiplicity	1
molecular weight	984.61	g/mol

Positions of all 116 atoms, in Å:
Ti 0.12382 0.28555 0.08450
C -3.70886 -3.13765 -0.75010
C -2.52150 -4.04265 -0.44668
C -2.26890 -4.94887 -1.64718
P -1.02043 -3.01413 0.15397
C -0.27319 -4.36755 1.26977
C 1.15724 -4.00440 1.64153
C -0.34075 -5.86031 0.93793
C -0.07219 -2.96041 -1.40325
C 0.73686 -3.93780 -1.94951
C 1.27958 -3.79503 -3.22185
C 2.12356 -4.88180 -3.82932
C 0.99611 -2.63582 -3.93991
C 0.23761 -1.62115 -3.38973
C -0.30393 -1.74660 -2.09608
N -1.01663 -0.76391 -1.45662
C -2.15515 -0.27551 -2.02874
C -2.75304 -0.85282 -3.16948
C -3.98291 -0.42922 -3.63146
C -4.69224 0.56575 -2.97966
C -6.04163 1.02291 -3.46491
C -4.09704 1.14544 -1.86138
C -2.85734 0.77194 -1.38516
P -1.91992 1.68976 -0.02720
C -3.22323 1.39622 1.33255
C -3.71519 -0.03978 1.21911
C -4.38197 2.36903 1.50494
C -1.84194 3.29868 -1.05171
C -2.97376 4.30190 -0.87924
C -1.60199 2.98527 -2.52674
H -4.57157 -3.73563 -1.05450
H -3.98781 -2.55349 0.12307
H -3.47100 -2.45071 -1.55948
H -2.79255 -4.66304 0.41780
H -2.08876 -4.35080 -2.53798
H -1.41098 -5.59757 -1.49860
H -3.14771 -5.57363 -1.83043
H -0.89653 -4.22810 2.16952
H 1.84438 -4.23830 0.83155
H 1.25815 -2.94295 1.84859
H 1.47429 -4.55820 2.52668
H 0.27323 -6.11685 0.07893
H 0.04984 -6.41749 1.79335
H -1.35545 -6.20627 0.75623
H 0.94096 -4.84175 -1.39498
H 2.50235 -5.54851 -3.05580
H 1.53359 -5.47889 -4.53067
H 2.97003 -4.46056 -4.37418
H 1.40186 -2.51638 -4.93758
H 0.05016 -0.71270 -3.95071
H -2.24963 -1.65728 -3.69535
H -4.40472 -0.89579 -4.51576
H -6.31940 0.49535 -4.37804
H -6.81161 0.83778 -2.71201
H -6.03731 2.09467 -3.67515
H -4.63444 1.92992 -1.34810
H -2.60213 1.45434 2.23337
H -4.47106 -0.13983 0.44296
H -2.86919 -0.68418 0.96993
H -4.14498 -0.37164 2.16692
H -5.05456 2.34329 0.65182
H -4.95849 2.09495 2.39197
H -4.01402 3.38048 1.64098
H -0.91850 3.75651 -0.68011
H -3.92040 3.89408 -1.22356
H -3.06251 4.59242 0.16203
H -2.75912 5.19780 -1.46348
H -2.52917 2.78625 -3.06114
H -1.10008 3.82825 -3.00350
H -0.95614 2.11003 -2.61781
C -0.55625 -1.16643 3.20516
C 0.50946 -0.15960 2.84784
C 1.75021 -0.15209 3.44007
C 2.54968 1.00551 3.33338
C 2.09572 2.11732 2.68336
C 2.51919 3.43907 2.98167
Br 4.20565 3.72781 3.87970
C 1.73192 4.53296 2.80477
C 0.44134 4.33861 2.27132
Br -0.73867 5.85308 2.15992
C -0.04789 3.15152 1.81247
O -1.26624 3.01034 1.43698
C 0.93330 1.97374 1.71045
N 0.11064 0.76380 1.96605
H -1.04226 -1.52009 2.29056
H -0.14126 -2.00788 3.75574
H -1.31428 -0.67652 3.82538
H 2.07433 -0.96209 4.07492
H 3.46277 1.05349 3.91439
H 2.04774 5.52696 3.08450
C 4.31062 0.30337 -0.61001
C 3.29637 -0.74638 -1.06257
C 4.00939 -1.84897 -1.85651
O 2.31933 -0.09950 -1.86191
C 2.61708 -1.35913 0.20471
O 3.31543 -1.99956 0.98048
O 1.36369 -1.16976 0.29874
H 4.70008 0.82930 -1.48014
H 5.11763 -0.17963 -0.06459
H 3.81457 1.02239 0.03459
H 4.56641 -1.40609 -2.68316
H 3.29137 -2.56316 -2.26020
H 4.69496 -2.37827 -1.19852
H 1.79851 -0.77961 -2.31723
C 1.19920 1.88674 0.21174
C 2.01695 2.70389 -0.58772
C 3.04910 3.58473 -0.15376
C 3.83762 4.28933 -1.03419
C 3.66168 4.17687 -2.40642
C 2.66300 3.32359 -2.87197
C 1.86710 2.62177 -2.00270
H 3.26203 3.67131 0.89910
H 4.62151 4.93258 -0.64138
H 4.28580 4.73034 -3.09730
H 2.51469 3.21445 -3.94027
H 1.10484 1.94391 -2.37522

Force components x, y, z for each atom (eV/Å):
0.8116 1.9018 -0.0373
0.0376 -0.0471 0.1069
0.0670 0.2906 0.0421
-0.0400 -0.0236 0.2076
-0.4771 -1.5467 0.4052
0.0181 0.1511 -0.1105
-0.2297 0.1921 0.1472
-0.1561 0.1937 0.0324
-0.1951 0.5694 0.0976
0.1205 0.0501 -0.2925
-0.0257 -0.0429 -0.0990
-0.0967 0.0228 -0.0080
0.0707 -0.1896 0.0664
-0.3197 0.0278 0.1793
0.4356 -1.1707 -0.6156
0.8382 1.0392 0.4464
-1.1562 0.0276 -0.4220
0.4596 -0.0247 0.0473
-0.2147 0.1307 -0.0611
-0.1173 -0.0164 -0.1181
0.0943 -0.0024 0.0884
-0.0284 -0.2308 -0.1106
0.3074 -0.0754 -0.0135
-1.4289 0.4596 -0.4427
0.4414 -0.1355 0.0452
0.0861 0.0971 -0.0318
0.3236 0.0090 -0.0712
0.3788 -0.1835 0.2007
0.2102 -0.1729 0.1831
0.0581 -0.0442 0.0630
-0.0940 -0.0397 -0.0424
-0.0508 0.1212 0.0340
-0.0993 0.0673 0.0071
0.1285 0.0646 -0.0134
0.0367 0.0433 -0.1179
0.0857 -0.1021 -0.0726
-0.0558 -0.0447 -0.0240
0.0468 0.0753 -0.1460
0.1100 0.0372 -0.0842
0.1335 -0.0175 0.0335
0.0745 -0.1140 0.0731
0.0695 -0.0680 -0.1128
0.0355 -0.0648 0.0326
-0.0854 -0.0803 -0.0738
0.0361 -0.0889 0.0586
0.0693 -0.0478 -0.0075
0.0680 -0.0434 -0.0255
0.0399 -0.0493 0.0004
0.0538 0.0208 -0.0549
-0.0038 0.0424 0.0184
-0.0494 0.0382 0.0499
-0.0313 -0.0405 -0.0406
-0.0657 0.0102 -0.0271
-0.0836 0.0137 -0.0300
-0.0740 0.0383 -0.0389
-0.0852 0.1293 0.0373
-0.0415 0.0539 -0.2210
-0.0474 -0.1264 -0.0614
-0.1300 -0.2236 0.0141
-0.0087 -0.0331 0.1212
-0.1566 0.0537 -0.1139
-0.0537 -0.0505 0.0590
-0.0127 0.1519 0.0366
-0.1842 -0.0715 0.0450
-0.1853 -0.0034 -0.0578
-0.0315 0.1023 0.1184
0.0225 0.1002 -0.0913
-0.0308 -0.0597 -0.0734
0.0799 0.1016 -0.0168
-0.0297 0.0598 -0.2122
0.2668 0.1536 -0.1804
0.5682 -0.7115 1.2889
-0.8240 -0.5888 -0.2509
-0.0253 0.8423 -0.2723
0.3036 -1.0544 0.1246
0.2185 1.3139 0.3577
-0.0658 -0.0864 -0.1164
0.6765 -0.6388 0.2314
-0.6088 0.4150 -0.2557
0.1420 0.0734 0.0772
-0.5687 0.2825 0.2164
0.4309 0.2083 0.3457
-0.5291 0.6469 -0.3424
-0.4367 -0.1159 0.6014
-0.0138 -0.0445 0.2288
0.0471 -0.1063 0.0178
0.0176 0.0159 -0.0586
-0.1300 -0.1217 0.0473
-0.0249 0.1524 0.0651
0.1096 -0.0398 0.0468
-0.4003 -0.1154 -0.0397
0.0893 -0.1999 0.2584
-0.1852 0.1279 0.2086
0.1052 -0.1981 -0.2847
1.5701 -0.2330 -0.4640
-0.0866 0.1206 -0.0638
-0.4160 -0.9195 0.2332
0.0530 0.0536 -0.0920
0.0299 -0.0339 0.0582
0.1020 0.0873 0.1049
0.0087 0.0690 -0.0486
-0.0266 -0.0420 0.0046
0.0354 -0.0391 0.0371
0.1975 0.0765 0.1145
-0.8601 -1.7375 -0.0009
0.9234 1.2686 -1.2718
-0.5595 -0.6105 0.2862
0.2851 0.2165 -0.3322
-0.0141 -0.0433 0.0213
0.1730 0.2410 -0.2807
-0.2561 -0.1110 0.6213
-0.0652 0.0485 -0.0286
-0.0640 -0.0329 -0.0044
0.0151 0.0185 -0.0208
-0.0446 -0.0336 -0.0573
0.1644 0.2133 -0.0362

---

- Which value of multiplicity does entry 1 give?
  1